2 unconnected molecules or ions with the total composition C5H15N2 in a non-equilibrium geometry, computed with ωB97M-V with the def2-TZVPD basis set.

electronic energy: -8401.286 eV
energy relative to the best compared isomer or geometry (same formula, charge and spin): 32.06 kcal per mole
charge: +1
HOMO: -14.34 eV

Geometry as XYZ:
```
22
Properties=species:S:1:pos:R:3:mulliken_charge:R:1
C -0.1887 2.6186 0.0750 -0.8503
C 0.4562 1.6845 1.0785 -0.5549
C -1.3152 0.2807 1.7542 -0.2065
N -0.2424 0.3459 1.0541 0.0143
H -0.1746 2.1783 -0.9461 0.2617
H -1.2679 2.8138 0.3312 0.3038
H 0.3862 3.5633 0.0886 0.3284
H 1.5500 1.5238 0.8390 0.2450
H 0.4492 2.1222 2.1061 0.3863
H -2.0320 -0.5674 1.6806 0.2402
H -1.5992 1.0767 2.4102 0.3226
H -0.0721 -0.3676 0.0700 0.3676
C 1.6041 -1.6694 -0.8154 -0.8548
N 0.2872 -1.0738 -1.1150 -0.3510
C -0.7054 -2.0293 -1.6045 -0.9489
H 1.4933 -2.4048 0.0130 0.3456
H 2.1139 -2.1185 -1.7037 0.3584
H 2.2208 -0.8411 -0.4064 0.2637
H 0.3774 -0.3439 -1.8432 0.3183
H -0.2920 -2.6300 -2.4357 0.3486
H -1.6128 -1.4858 -1.9221 0.3298
H -0.9603 -2.7334 -0.7822 0.3321
```

=====

3 unconnected molecules or ions with the total composition C5H15N2O, computed with ωB97M-V with the def2-TZVPD basis set.

⟨S²⟩: 0.7795
electronic energy: -10454.017 eV
energy relative to the best compared isomer or geometry (same formula, charge and spin): 0.00 kcal per mole
multiplicity: 2
HOMO (spin up / spin down): -7.74 / -8.88 eV

Geometry as XYZ:
```
23
Properties=species:S:1:pos:R:3:mulliken_spin:R:1
C -2.1274 0.1288 0.6563 0.0123
C -1.9987 -0.9483 -0.3735 0.5513
C -1.7370 -0.7177 -1.7228 -0.1402
C -1.4851 0.4983 -2.2903 0.4856
N 1.5234 -0.5944 2.7412 0.0001
C 1.8794 -0.0520 1.4642 0.0024
N 1.2994 1.2601 1.1527 -0.0002
H -2.9006 -0.1645 1.3741 0.0149
H -2.3958 1.0843 0.2160 0.0075
H -1.2223 0.2418 1.2523 0.0283
H -2.3632 -1.9353 -0.1144 0.0181
H 0.5682 -0.9099 2.7959 0.0008
H 1.5556 -0.7344 0.6832 -0.0013
H -1.7782 -1.5994 -2.3504 -0.0030
H -1.4029 1.3877 -1.6902 0.0129
H -1.2693 0.5723 -3.3419 0.0015
H 1.7419 0.0141 3.5141 0.0000
H 2.9669 0.0184 1.3651 0.0003
H 1.8539 2.0605 1.4151 0.0000
H 1.0812 1.3405 0.1699 0.0012
H 2.2377 -0.1853 -2.5082 0.0002
H 0.7304 -0.0676 -2.1694 -0.0024
O 1.6191 0.0687 -1.8130 0.0093
```

=====

A gas-phase ion, C5H15N2O (charge +1) in a non-equilibrium geometry, computed with ωB97M-V with the def2-TZVPD basis set.

electronic energy: -10448.825 eV
SMILES: CNC[C@@H]([NH3+])CCO
energy relative to the best compared isomer or geometry (same formula, charge and spin): 40.03 kcal per mole
charge: +1
HOMO: -13.69 eV

Geometry as XYZ:
```
23
Properties=species:S:1:pos:R:3:mulliken_charge:R:1
C 0.2766 0.7956 -3.2232 -0.8193
N -0.1181 -0.1251 -2.1222 -0.4075
C 0.6226 0.0018 -0.8627 -0.7677
C -0.3122 0.3725 0.3250 -0.0403
N -1.6326 0.7552 -0.2653 -0.1637
C -0.4773 -0.7653 1.3577 -0.7876
C 0.2578 -0.4217 2.6654 -0.6182
O 1.6211 -0.8255 2.4669 -0.5279
H 1.1622 1.3887 -2.9986 0.2836
H 0.4778 0.2161 -4.1120 0.3339
H -0.5412 1.4812 -3.4171 0.2825
H -0.1704 -1.0815 -2.4355 0.2345
H 1.3429 0.8044 -1.0162 0.2792
H 1.2375 -0.8666 -0.6334 0.4330
H 0.1640 1.2156 0.8145 0.4128
H -1.4543 0.7863 -1.2929 0.2846
H -2.0023 1.6305 0.0997 0.3415
H -2.2878 -0.0141 -0.1363 0.4012
H -1.4688 -1.1557 1.5797 0.4874
H 0.1123 -1.5929 0.9956 0.3213
H -0.1042 -0.9028 3.5729 0.3403
H 0.2316 0.6546 2.8670 0.3854
H 2.2511 -0.2498 2.9286 0.3111
```

=====

What is the energy relative to the best compared isomer or geometry (same formula, charge and spin) in the third record? 40.03 kcal per mole

=====

Look up the electronic energy of the second one. -10454.017 eV

=====

What did the second record say?
3 unconnected molecules or ions with the total composition C5H15N2O, computed with ωB97M-V with the def2-TZVPD basis set.

⟨S²⟩: 0.7795
electronic energy: -10454.017 eV
energy relative to the best compared isomer or geometry (same formula, charge and spin): 0.00 kcal per mole
multiplicity: 2
HOMO (spin up / spin down): -7.74 / -8.88 eV

Geometry as XYZ:
```
23
Properties=species:S:1:pos:R:3:mulliken_spin:R:1
C -2.1274 0.1288 0.6563 0.0123
C -1.9987 -0.9483 -0.3735 0.5513
C -1.7370 -0.7177 -1.7228 -0.1402
C -1.4851 0.4983 -2.2903 0.4856
N 1.5234 -0.5944 2.7412 0.0001
C 1.8794 -0.0520 1.4642 0.0024
N 1.2994 1.2601 1.1527 -0.0002
H -2.9006 -0.1645 1.3741 0.0149
H -2.3958 1.0843 0.2160 0.0075
H -1.2223 0.2418 1.2523 0.0283
H -2.3632 -1.9353 -0.1144 0.0181
H 0.5682 -0.9099 2.7959 0.0008
H 1.5556 -0.7344 0.6832 -0.0013
H -1.7782 -1.5994 -2.3504 -0.0030
H -1.4029 1.3877 -1.6902 0.0129
H -1.2693 0.5723 -3.3419 0.0015
H 1.7419 0.0141 3.5141 0.0000
H 2.9669 0.0184 1.3651 0.0003
H 1.8539 2.0605 1.4151 0.0000
H 1.0812 1.3405 0.1699 0.0012
H 2.2377 -0.1853 -2.5082 0.0002
H 0.7304 -0.0676 -2.1694 -0.0024
O 1.6191 0.0687 -1.8130 0.0093
```

=====

Which formula does entry 2 have? C5H15N2O